Entry 1:
A cluster of 12 separate species, C43H86O29S7 in total in a non-equilibrium geometry. Source: OMol25; level of theory: ωB97M-V/def2-TZVPD.

Calculated values
SMILES: O=S1(=O)CCCC1.O=S1(=O)CCCC1.O=S1(=O)CCCC1.O=S1(=O)CCCC1.O=S1(=O)CCCC1.O=S1(=O)CCCC1.O=S1(=O)CCCC1.COC(=O)OC.COC(=O)OC.COC(=O)OC.COC(=O)OC.COC(=O)OC
Total charge: 0
Total energy: -6659.19444 Ha
HOMO-LUMO gap: 10.140 eV
HOMO level: -9.861 eV

Positions of all 165 atoms, in Å:
C 12.216 18.948 8.000
C 13.259 17.818 8.206
C 14.172 18.260 9.356
S 14.461 19.966 9.099
O 15.368 20.311 7.998
O 14.698 20.600 10.384
C 12.720 20.301 8.543
H 11.329 18.597 8.655
H 11.873 18.999 6.999
H 13.845 17.749 7.311
H 12.810 16.903 8.572
H 15.065 17.637 9.541
H 13.665 18.158 10.336
H 12.894 21.008 7.729
H 12.153 20.689 9.354
C 21.507 17.539 15.987
C 20.183 16.694 15.993
C 19.886 16.468 14.556
S 21.464 16.101 13.800
O 21.643 16.779 12.556
O 21.660 14.680 13.864
C 22.477 16.895 15.002
H 21.931 17.606 16.964
H 21.311 18.557 15.663
H 19.381 17.231 16.574
H 20.397 15.719 16.490
H 19.427 17.366 14.096
H 19.284 15.549 14.398
H 23.248 17.562 14.511
H 22.907 16.075 15.528
C 19.740 11.367 13.133
C 19.230 10.051 13.645
C 19.591 10.048 15.154
S 18.906 11.563 15.724
O 19.771 11.993 16.824
O 17.482 11.362 15.893
C 19.226 12.465 14.173
H 19.329 11.611 12.157
H 20.835 11.452 13.075
H 19.663 9.257 13.060
H 18.161 10.050 13.632
H 20.695 10.096 15.359
H 19.153 9.258 15.720
H 19.904 13.222 14.457
H 18.282 12.973 13.816
C 20.029 13.906 8.435
C 20.958 14.698 9.251
C 20.077 15.816 9.962
S 18.635 15.028 10.485
O 17.432 15.840 10.285
O 18.897 14.500 11.790
C 18.719 13.732 9.269
H 20.387 12.849 8.426
H 19.777 14.372 7.466
H 21.746 15.181 8.706
H 21.293 14.054 10.022
H 19.769 16.516 9.164
H 20.570 16.211 10.871
H 17.785 13.822 8.700
H 18.599 12.750 9.760
C 17.359 19.874 17.485
C 17.526 18.627 18.427
C 16.266 18.592 19.421
S 14.899 19.027 18.282
O 13.975 19.942 18.935
O 14.411 17.766 17.699
C 15.893 19.727 16.987
H 17.947 19.822 16.598
H 17.469 20.884 17.928
H 18.379 18.534 19.021
H 17.346 17.772 17.819
H 16.296 19.379 20.188
H 15.978 17.666 19.860
H 15.420 20.600 16.610
H 15.827 18.912 16.262
C 18.823 22.123 11.691
C 17.351 21.930 11.499
C 16.866 20.712 12.292
S 17.963 20.737 13.776
O 18.670 19.460 13.908
O 17.369 21.263 14.986
C 19.122 21.923 13.155
H 19.112 23.131 11.305
H 19.428 21.481 11.068
H 17.017 21.958 10.464
H 16.829 22.835 11.891
H 17.124 19.795 11.797
H 15.879 20.714 12.605
H 20.111 21.569 13.310
H 18.877 22.849 13.691
C 15.227 15.179 15.154
C 16.631 15.702 15.013
C 16.707 16.489 13.703
S 15.048 17.094 13.400
O 14.554 16.670 12.113
O 15.053 18.548 13.623
C 14.240 16.235 14.690
H 15.041 14.796 16.162
H 15.086 14.330 14.430
H 17.278 14.861 14.974
H 16.909 16.349 15.875
H 17.080 15.912 12.906
H 17.278 17.438 13.753
H 13.285 15.811 14.357
H 14.049 16.946 15.470
C 8.685 17.263 13.554
O 9.148 17.555 12.259
C 10.067 16.810 11.608
O 10.624 17.179 10.607
O 10.217 15.657 12.232
C 11.434 14.925 11.916
H 8.438 18.228 13.976
H 9.327 16.602 14.110
H 7.711 16.818 13.583
H 11.433 14.029 12.563
H 12.318 15.491 12.104
H 11.294 14.545 10.891
C 10.546 13.590 16.330
O 11.470 12.662 17.035
C 12.514 12.448 16.313
O 12.775 12.842 15.187
O 13.382 11.768 17.062
C 14.756 11.490 16.549
H 10.610 13.385 15.297
H 10.788 14.580 16.640
H 9.533 13.335 16.720
H 14.900 12.059 15.604
H 14.867 10.476 16.415
H 15.479 11.851 17.291
C 11.478 18.036 18.462
O 11.435 17.482 17.063
C 11.651 18.353 16.139
O 11.907 19.543 16.241
O 11.668 17.671 14.959
C 11.874 18.454 13.793
H 10.489 18.269 18.844
H 11.958 18.995 18.329
H 12.089 17.314 18.950
H 10.994 18.800 13.313
H 12.228 17.791 13.022
H 12.561 19.264 13.892
C 14.569 13.471 11.118
O 15.429 12.358 10.947
C 14.809 11.122 11.053
O 13.673 10.796 11.074
O 15.882 10.352 11.119
C 15.728 8.900 11.238
H 13.846 13.515 10.329
H 15.259 14.283 10.985
H 14.195 13.469 12.144
H 15.022 8.672 12.015
H 16.668 8.468 11.635
H 15.309 8.523 10.329
C 14.207 14.623 18.714
O 15.501 14.306 18.256
C 16.473 14.721 19.056
O 16.348 15.021 20.211
O 17.623 14.625 18.457
C 18.783 14.802 19.218
H 13.833 13.769 19.258
H 13.587 14.899 17.870
H 14.240 15.538 19.347
H 19.648 14.598 18.583
H 18.776 14.114 20.128
H 18.797 15.817 19.669

---

Entry 2:
A cluster of 2 separate species, C5H6O in total in a non-equilibrium geometry. Source: OMol25; level of theory: ωB97M-V/def2-TZVPD.

Calculated values
Total charge: 0
Total energy: -269.14715 Ha
HOMO-LUMO gap (spin up / spin down): 8.207 / 8.207 eV
HOMO level (spin up / spin down): -8.077 / -8.078 eV

Positions of all 12 atoms, in Å:
C -1.878 0.548 -0.382
C -0.644 -0.234 -0.273
C 0.012 -1.303 -0.430
C 1.327 -1.618 -0.135
O 2.201 -2.396 -0.123
C 1.365 0.648 0.621
H -1.707 1.434 -1.001
H -2.684 -0.047 -0.824
H -2.191 0.895 0.607
H 1.396 0.596 -0.447
H 0.859 0.014 1.320
H 1.943 1.463 1.066

---

Entry 3:
A cluster of 13 separate species, C37H82NO21S8 in total in a non-equilibrium geometry. Source: OMol25; level of theory: ωB97M-V/def2-TZVPD.

Calculated values
Total charge: 0
Total energy: -6278.68030 Ha
HOMO-LUMO gap (spin up / spin down): 8.378 / 7.287 eV
HOMO level (spin up / spin down): -8.643 / -8.643 eV
Multiplicity: 2

Positions of all 149 atoms, in Å:
C 0.551 1.165 -1.991
C 0.072 1.645 -0.588
C -1.447 1.886 -0.645
C -2.430 0.697 -0.549
C -2.046 -0.022 0.804
C -0.536 -0.373 0.908
N 0.460 0.656 0.470
O 1.842 0.298 0.717
C -0.306 -1.717 0.092
C -0.385 -0.678 2.444
C 0.768 3.045 -0.296
H 0.239 1.729 -2.870
H 0.122 0.189 -2.216
H 1.630 1.065 -2.113
H -1.550 2.138 -1.701
H -1.943 2.735 -0.174
H -2.426 0.026 -1.408
H -3.448 1.070 -0.666
H -2.756 -0.839 0.938
H -2.423 0.605 1.612
H -0.881 -2.495 0.594
H 0.745 -1.873 0.338
H -0.350 -1.855 -0.989
H 0.533 -1.262 2.505
H -1.216 -1.214 2.902
H -0.314 0.235 3.035
H 1.211 3.083 0.700
H 0.076 3.847 -0.553
H 1.686 3.019 -0.884
C 1.799 4.521 -4.974
C 3.206 4.124 -4.567
O 3.140 2.676 -4.736
C 1.847 2.282 -5.003
O 1.580 1.041 -5.265
O 1.029 3.327 -4.952
H 1.815 4.938 -5.981
H 1.398 5.251 -4.271
H 3.604 4.598 -3.670
H 3.941 4.360 -5.337
C 2.634 -1.495 -3.604
C 2.890 -1.336 -2.182
O 3.568 -2.441 -1.768
C 3.484 -3.395 -2.758
O 4.044 -4.504 -2.754
O 2.677 -2.906 -3.656
H 3.304 -1.007 -4.312
H 1.627 -1.162 -3.855
H 1.934 -1.185 -1.681
H 3.462 -0.434 -1.966
C -2.344 -4.561 1.850
C -3.523 -5.380 1.659
O -3.614 -6.002 2.997
C -2.573 -5.639 3.819
O -2.486 -5.865 4.998
O -1.636 -5.098 2.994
H -2.497 -3.531 2.172
H -1.743 -4.639 0.944
H -3.153 -6.198 1.040
H -4.496 -4.916 1.499
C -1.979 0.152 -4.128
C -3.301 0.929 -4.127
O -3.870 0.334 -5.282
C -2.818 -0.060 -6.078
O -2.872 -0.405 -7.227
O -1.787 -0.018 -5.506
H -1.963 -0.791 -3.583
H -1.280 0.865 -3.690
H -3.236 2.007 -4.276
H -3.953 0.596 -3.319
C 5.189 7.520 -1.695
S 3.407 7.218 -1.460
O 2.993 6.790 -2.867
C 3.527 5.805 -0.302
H 5.433 8.372 -2.330
H 5.674 6.651 -2.141
H 5.574 7.801 -0.715
H 2.591 5.339 0.006
H 4.187 5.972 0.550
H 3.991 4.946 -0.786
C 6.355 -3.376 3.513
S 5.508 -1.882 2.669
O 6.795 -1.080 2.277
C 4.528 -2.574 1.233
H 6.418 -4.170 2.769
H 5.638 -3.764 4.236
H 7.333 -3.271 3.983
H 4.006 -1.693 0.858
H 3.984 -3.470 1.531
H 5.204 -2.855 0.426
C -6.121 -3.654 -1.982
S -5.337 -2.487 -3.113
O -4.583 -1.508 -2.233
C -4.099 -3.595 -3.882
H -6.924 -3.190 -1.409
H -5.648 -4.314 -1.255
H -6.647 -4.380 -2.601
H -3.980 -4.245 -3.015
H -3.157 -3.153 -4.207
H -4.718 -4.125 -4.606
C -3.941 5.442 0.222
S -4.145 7.262 -0.226
O -4.394 7.229 -1.698
C -5.637 7.620 0.780
H -2.876 5.316 0.028
H -4.606 4.725 -0.260
H -3.908 5.211 1.287
H -5.804 8.696 0.728
H -5.286 7.377 1.782
H -6.646 7.323 0.494
C -0.521 -4.887 -1.677
S 0.001 -6.270 -0.490
O -0.960 -7.448 -0.822
C 1.785 -6.489 -0.991
H -1.602 -4.911 -1.539
H -0.726 -5.153 -2.714
H -0.021 -3.946 -1.447
H 1.956 -7.272 -1.730
H 2.531 -6.712 -0.228
H 2.052 -5.514 -1.399
C -3.835 2.027 4.746
S -3.026 3.734 4.799
O -3.349 4.430 6.129
C -1.345 3.179 4.848
H -3.617 1.412 3.873
H -4.910 2.206 4.751
H -3.472 1.582 5.672
H -0.729 4.074 4.945
H -1.026 2.851 3.858
H -1.239 2.343 5.539
C 1.746 -3.695 3.192
S 1.601 -5.347 2.563
O 2.924 -5.857 2.022
C 1.287 -6.081 4.281
H 1.907 -3.195 2.237
H 2.625 -3.646 3.835
H 0.814 -3.468 3.711
H 0.239 -6.249 4.528
H 1.666 -5.438 5.075
H 1.800 -7.041 4.223
C 2.029 3.876 3.788
S 2.729 2.739 5.089
O 1.674 2.566 6.114
C 2.569 1.159 4.215
H 2.860 4.312 3.233
H 1.335 4.625 4.168
H 1.583 3.266 3.002
H 3.003 1.250 3.219
H 1.490 1.016 4.152
H 2.957 0.301 4.764

---

Entry 4:
A cluster of 6 separate species, C22H34F15O19P3 in total. Source: OMol25; level of theory: ωB97M-V/def2-TZVPD.

Calculated values
SMILES: CCOO[P@@](=O)(O[PH2]=O)OP(=O)(O)O.CCOC(=O)C(F)(F)F.CCOC(=O)C(F)(F)F.CCOC(=O)C(F)(F)F.CCOC(=O)C(F)(F)F.CCOC(=O)C(F)(F)F
Total charge: 0
Total energy: -4810.61671 Ha
HOMO-LUMO gap: 10.691 eV
HOMO level: -10.677 eV

Positions of all 93 atoms, in Å:
C 0.998 -2.076 0.213
C 1.194 -2.841 -1.076
O 0.281 -2.470 -2.117
O -1.039 -2.822 -1.598
P -2.095 -2.371 -2.708
O -2.089 -3.030 -3.993
O -3.447 -2.571 -1.864
P -3.760 -3.509 -0.575
O -3.079 -3.128 0.667
O -1.983 -0.786 -2.805
P -1.595 0.338 -1.715
O -0.268 0.892 -1.879
O -2.847 1.302 -1.961
O -1.821 -0.313 -0.291
H 1.929 -2.068 0.785
H 0.219 -2.528 0.827
H 0.722 -1.042 0.004
H 1.096 -3.921 -0.929
H 2.153 -2.630 -1.554
H -5.152 -3.384 -0.568
H -3.475 -4.783 -1.080
H -2.778 2.107 -1.431
H -2.731 -0.475 -0.010
C -5.885 -0.332 -4.074
C -5.877 1.005 -3.377
O -7.228 1.408 -3.019
C -7.710 0.910 -1.902
O -7.166 0.181 -1.122
C -9.144 1.452 -1.670
F -9.880 1.394 -2.781
F -9.077 2.734 -1.276
F -9.760 0.755 -0.719
H -6.536 -0.293 -4.948
H -4.879 -0.588 -4.408
H -6.237 -1.124 -3.413
H -5.529 1.799 -4.033
H -5.264 0.997 -2.480
C 2.452 2.003 3.766
C 3.597 1.342 4.497
O 3.192 0.063 5.052
C 3.194 -0.951 4.204
O 3.509 -0.930 3.051
C 2.751 -2.248 4.924
F 1.672 -2.046 5.686
F 3.744 -2.687 5.713
F 2.470 -3.197 4.037
H 1.594 2.120 4.428
H 2.764 2.989 3.421
H 2.154 1.417 2.898
H 3.913 1.919 5.363
H 4.453 1.181 3.843
C 6.985 -0.883 -1.840
C 5.701 -0.477 -2.525
O 4.752 0.045 -1.560
C 4.932 1.306 -1.203
O 5.767 2.067 -1.597
C 3.845 1.720 -0.182
F 3.697 0.797 0.773
F 2.675 1.874 -0.810
F 4.171 2.874 0.401
H 6.788 -1.618 -1.060
H 7.670 -1.321 -2.566
H 7.462 -0.016 -1.392
H 5.190 -1.321 -2.981
H 5.873 0.283 -3.286
C 8.947 6.680 -1.396
C 10.099 6.057 -0.642
O 9.721 4.774 -0.083
C 9.759 3.747 -0.915
O 10.089 3.748 -2.064
C 9.341 2.455 -0.172
F 8.253 2.646 0.577
F 10.337 2.050 0.630
F 9.086 1.485 -1.047
H 8.074 6.774 -0.751
H 9.235 7.674 -1.740
H 8.679 6.079 -2.264
H 10.384 6.649 0.224
H 10.971 5.915 -1.279
C -8.739 -0.945 1.875
C -7.887 -1.752 2.822
O -8.544 -2.992 3.192
C -8.444 -3.988 2.334
O -7.873 -4.005 1.282
C -9.152 -5.241 2.907
F -10.352 -4.942 3.413
F -8.405 -5.770 3.888
F -9.312 -6.159 1.959
H -9.719 -0.751 2.313
H -8.253 0.008 1.672
H -8.870 -1.460 0.927
H -7.738 -1.241 3.770
H -6.915 -1.991 2.391

---

Entry 5:
A structure of composition C4H5NO2. Source: OMol25; level of theory: ωB97M-V/def2-TZVPD.

Calculated values
Total charge: 0
Total energy: -360.60483 Ha
HOMO-LUMO gap: 11.016 eV
HOMO level: -10.015 eV

Positions of all 12 atoms, in Å:
O 1.022 -1.248 0.387
C -0.194 -1.036 -0.271
C -0.559 0.158 0.627
C 0.916 0.033 1.055
N -0.822 1.291 -0.240
C -0.473 0.885 -1.390
O -0.070 -0.402 -1.563
H -0.765 -1.957 -0.412
H -1.299 0.019 1.415
H 1.553 0.770 0.558
H 1.150 -0.010 2.121
H -0.459 1.496 -2.287

---

Entry 6:
An isolated molecule of C5H5NO in a non-equilibrium geometry. Source: OMol25; level of theory: ωB97M-V/def2-TZVPD.

Calculated values
SMILES: N#C/C=C\CC=O
Total charge: 0
Total energy: -323.47843 Ha
HOMO-LUMO gap: 10.757 eV
HOMO level: -10.350 eV

Positions of all 12 atoms, in Å:
N 2.828 1.605 0.109
C 2.255 0.630 -0.142
C 1.536 -0.567 -0.478
O -2.084 -1.272 0.941
C -1.908 -0.095 0.739
C -0.724 0.459 -0.027
C 0.203 -0.636 -0.452
H 2.134 -1.427 -0.764
H -2.634 0.657 1.108
H -1.120 1.008 -0.895
H -0.215 1.213 0.589
H -0.271 -1.575 -0.728